ORCA calculation (ωB97M-V/def2-TZVPD) on C2H2Br2O3 as an isolated structure in a non-equilibrium geometry.

Positions of all 9 atoms, in Å:
C 1.16419 0.45111 -1.02169
C -0.37531 -0.65289 -1.16146
O 0.76843 -0.56783 -1.86413
O -0.03907 0.58500 -0.43844
O 2.07205 0.43272 2.47188
Br -0.36264 -2.23808 -0.05383
Br 2.78106 -0.24210 0.94307
H 2.11169 1.38724 2.20068
H -1.23791 -0.54048 -1.76079

Calculated values
ΔE to the lowest compared entry with this formula, charge and spin: 325.91 kJ/mol
LUMO level: -0.36 eV
Orbital gap: 8.72 eV
Max |F|: 0.05489 Eh/bohr